Below is a molecular structure, C29H24F9N6O4OsPSSb at a distorted geometry, with properties calculated with the ωB97M-V functional and the def2-TZVPD basis.

Computed properties:
<S²>	8.80
E_tot	-101157.527	eV
Kohn-Sham gap (spin up / spin down)	3.6 / 2.1	eV
net charge	+2
spin multiplicity	6
ΔE to the lowest compared entry with this formula, charge and spin	4.833	eV

Geometry (Å):
Os 2.12 -2.67 -1.20
N 3.46 -3.66 0.35
N 2.75 -3.22 1.50
C 1.59 -2.49 1.44
O 1.20 -1.90 2.50
O 0.89 -2.28 0.35
H 3.40 -4.69 0.21
H 4.44 -3.34 0.36
H 3.12 -3.47 2.42
N -6.84 -0.88 -0.08
C -5.57 -0.54 -0.48
C -5.38 0.14 -1.68
C -4.10 0.56 -2.05
C -3.03 0.24 -1.22
C -3.21 -0.45 -0.03
C -4.48 -0.87 0.34
S -1.45 0.97 -1.53
O -1.43 1.84 -2.66
O -1.16 1.92 -0.18
N -0.35 -0.19 -1.39
C -0.26 -1.12 -2.33
N 0.93 -1.75 -2.42
C 1.45 -1.91 -3.68
C 0.59 -1.72 -4.73
C -0.78 -1.63 -4.48
N -1.22 -1.29 -3.25
H -7.59 -0.34 -0.47
H -6.88 -1.05 0.89
H -6.24 0.31 -2.33
H -3.95 1.07 -3.02
H -2.36 -0.70 0.58
H -4.63 -1.45 1.25
H 2.52 -2.17 -3.72
H 0.96 -1.82 -5.76
H -1.54 -1.81 -5.23
F 0.20 7.15 -1.30
C -0.15 5.87 -1.00
C 0.81 4.93 -0.75
C 0.45 3.66 -0.30
C -0.87 3.28 -0.29
C -1.85 4.28 -0.32
C -1.50 5.55 -0.82
Sb 0.22 -0.06 1.50
C 2.26 0.64 1.22
C 2.93 1.22 2.33
C 4.33 1.27 2.38
C 5.03 0.72 1.31
F 6.39 0.85 1.32
C 4.41 0.14 0.21
C 3.02 0.30 0.10
C -0.36 1.02 3.33
C -1.19 0.43 4.28
C -1.70 1.14 5.36
C -1.43 2.50 5.42
F -1.87 3.23 6.47
C -0.66 3.14 4.47
C -0.13 2.39 3.41
H 1.88 5.20 -0.86
H 1.24 2.96 -0.05
H -2.89 4.09 -0.07
H -2.26 6.31 -1.05
H 2.36 1.61 3.18
H 4.82 1.72 3.26
H 5.00 -0.31 -0.60
H 2.53 0.15 -0.86
H -1.45 -0.62 4.19
H -2.29 0.65 6.15
H -0.49 4.23 4.52
H 0.43 2.91 2.64
F 1.64 -5.30 -1.00
P 2.25 -5.83 -2.47
F 1.39 -4.57 -3.12
F 2.84 -6.20 -3.89
F 3.21 -6.83 -1.70
F 3.43 -4.60 -2.25
F 1.02 -6.84 -2.60